Record 1
# C6H14ClO6PS

A 3-piece molecular cluster, C6H14ClO6PS overall (ωB97M-V/def2-TZVPD, OMol25).

The geometry in XYZ format:
```
29
Properties=species:S:1:pos:R:3:lowdin_charge:R:1
O -3.367 2.372 1.007 -0.4232
S -2.154 1.878 0.386 0.8940
O -1.471 3.229 -0.282 -0.2775
O -1.003 1.704 1.600 -0.6723
P -1.105 2.701 2.950 0.5272
O -0.195 3.964 2.463 -0.3352
Cl 0.350 1.702 4.044 0.2368
H -0.556 2.989 -0.494 0.0649
H -0.352 4.159 1.532 0.0319
C -1.993 -1.046 -3.436 -0.0172
C -0.824 -0.482 -2.669 -0.4851
O -0.984 0.384 -1.832 0.0051
C 0.533 -1.039 -2.995 -0.0194
H -2.914 -0.564 -3.114 0.0823
H -1.852 -0.879 -4.505 0.0866
H -2.066 -2.121 -3.264 0.0886
H 0.755 -0.870 -4.051 0.0869
H 0.555 -2.111 -2.803 0.0891
H 1.290 -0.557 -2.382 0.0800
C 0.482 -1.572 2.094 -0.0261
C 1.683 -1.833 1.224 -0.4983
O 1.591 -2.388 0.152 0.0553
C 3.014 -1.364 1.760 -0.0211
H -0.414 -1.950 1.605 0.0847
H 0.605 -2.068 3.058 0.0893
H 0.373 -0.500 2.263 0.0238
H 3.226 -1.849 2.714 0.0851
H 2.989 -0.285 1.925 0.0833
H 3.802 -1.605 1.049 0.0802
```

Summary:
Kohn-Sham gap = 0.37075 Eh
F_max = 0.9 eV/Å
2S+1 = 1

***

Record 2
# C6H14ClO7SV

C6H14ClO7SV as an isolated structure at a distorted geometry (ωB97M-V/def2-TZVPD, OMol25).

The geometry in XYZ format:
```
30
Properties=species:S:1:pos:R:3:lowdin_charge:R:1
O -1.594 1.445 4.043 -0.2004
V -0.129 0.825 3.863 1.2071
Cl -0.366 0.013 1.490 0.0963
O -1.857 -5.100 -1.566 -0.2900
S -1.257 -3.768 -1.464 0.6943
O -0.487 -3.179 -2.570 -0.2980
O -2.565 -2.735 -1.161 -0.2729
C -2.411 -1.359 -1.489 -0.3089
C -3.700 -0.703 -1.090 -0.0698
C -0.418 -3.716 0.138 -0.1180
H -2.243 -1.325 -2.565 0.1228
H -1.577 -0.915 -0.946 0.0647
H -4.076 -0.921 -0.090 0.0815
H -4.463 -0.928 -1.835 0.0890
H -3.528 0.373 -1.053 0.0783
H 0.448 -4.371 0.045 0.0755
H -1.092 -4.173 0.863 0.0729
H -0.229 -2.669 0.377 0.0103
C 2.188 5.053 0.800 -0.0660
O 2.266 3.921 -0.018 -0.0114
C 2.662 2.706 0.504 -0.5319
O 3.087 2.559 1.670 0.0595
O 2.600 1.819 -0.469 0.0182
C 2.972 0.504 -0.213 -0.0627
H 1.921 5.942 0.228 0.1007
H 3.114 5.340 1.299 0.1013
H 1.379 4.878 1.510 0.0898
H 2.817 -0.127 -1.089 0.1127
H 2.516 0.142 0.708 0.0507
H 4.021 0.468 0.080 0.1046
```

Summary:
Kohn-Sham gap (alpha / beta) = 0.14764 / 0.17925 Eh
F_max = 6.0 eV/Å
⟨S²⟩ = 0.876
2S+1 = 2
charge = +1

***

Record 3
# C6H14CsN2O2

C6H14CsN2O2 as an isolated structure at a distorted geometry (ωB97M-V/def2-TZVPD, OMol25).

The geometry in XYZ format:
```
25
Properties=species:S:1:pos:R:3:lowdin_charge:R:1
Cs -2.567 -0.226 0.326 1.1010
C -1.017 -0.757 -3.265 -0.0245
C -0.068 -1.393 -2.352 -0.5638
O -0.276 -1.312 -1.146 -0.1401
N 0.954 -2.105 -2.937 0.0380
C 2.097 -2.703 -2.146 -0.0202
H -0.727 -0.764 -4.316 0.0847
H -1.014 0.322 -3.105 0.0928
H -2.046 -1.116 -3.285 0.0932
H 1.081 -2.009 -3.935 0.1333
H 1.926 -2.732 -1.070 0.0842
H 2.962 -2.094 -2.408 0.0854
H 2.245 -3.745 -2.428 0.0814
C -1.438 0.562 3.629 -0.0348
C -0.346 1.084 2.741 -0.6388
O 0.552 0.276 2.363 -0.0035
N -0.333 2.355 2.512 0.0385
C 0.811 2.857 1.747 -0.0460
H -2.439 0.514 3.202 0.0223
H -1.661 1.328 4.372 0.0927
H -1.209 -0.434 4.008 0.1019
H -1.171 2.894 2.679 0.1556
H 1.562 2.151 1.390 0.0922
H 1.458 3.410 2.428 0.0882
H 0.666 3.634 0.996 0.0865
```

Summary:
Kohn-Sham gap = 0.34443 Eh
F_max = 5.4 eV/Å
2S+1 = 1
charge = +1

***

Record 4
# C6H14CsN2O2

C6H14CsN2O2 as an isolated structure at a distorted geometry (ωB97M-V/def2-TZVPD, OMol25).

The geometry in XYZ format:
```
25
Properties=species:S:1:pos:R:3:lowdin_charge:R:1
Cs 18.685 -6.799 -4.959 1.0943
C 23.634 -5.233 -4.897 -0.0025
C 22.749 -6.221 -4.152 -0.4682
O 21.519 -6.150 -4.498 -0.2122
N 23.295 -6.911 -3.112 0.0370
C 22.399 -7.622 -2.195 -0.0538
H 24.216 -5.722 -5.678 0.0889
H 24.399 -4.760 -4.282 0.0796
H 23.068 -4.387 -5.284 0.0860
H 24.211 -6.708 -2.739 0.1499
H 22.715 -8.633 -1.935 0.0881
H 21.365 -7.585 -2.538 0.0688
H 22.412 -7.138 -1.219 0.0890
C 17.134 -3.440 -7.969 -0.0069
C 17.396 -4.917 -8.164 -0.5248
O 17.106 -5.744 -7.273 -0.1402
N 18.027 -5.052 -9.353 0.0036
C 18.043 -6.395 -9.852 -0.0677
H 17.195 -2.853 -8.886 0.0794
H 17.800 -3.026 -7.212 0.0867
H 16.112 -3.147 -7.728 0.0915
H 18.650 -4.348 -9.723 0.1564
H 17.387 -7.119 -9.369 0.0925
H 19.051 -6.793 -9.728 0.0887
H 17.709 -6.265 -10.881 0.0959
```

Summary:
Kohn-Sham gap = 0.36806 Eh
F_max = 3.2 eV/Å
2S+1 = 1
charge = +1

***

Record 5
# C6H14FN4O3

A 2-piece molecular cluster, C6H14FN4O3 overall at a distorted geometry (ωB97M-V/def2-TZVPD, OMol25).

The geometry in XYZ format:
```
28
Properties=species:S:1:pos:R:3:lowdin_charge:R:1
N 2.324 -1.704 -1.695 -0.0026
C 1.252 -1.417 -0.738 -0.2608
C 0.191 -2.515 -0.841 -0.1043
N -1.118 -2.136 -1.483 0.1268
C -1.994 -1.266 -1.005 -0.4072
N -3.311 -1.582 -0.908 0.2015
N -1.609 -0.014 -0.620 0.1820
H 3.133 -1.124 -1.504 0.0732
H 2.033 -1.461 -2.637 0.0761
H 0.805 -0.437 -0.905 0.0837
H 1.687 -1.450 0.258 0.1186
H 0.596 -3.303 -1.469 0.1232
H -0.070 -2.932 0.130 0.1283
H -1.616 -2.991 -1.718 0.1521
H -3.512 -2.562 -0.745 0.1218
H -3.952 -1.174 -1.578 0.1394
H -1.308 0.660 -1.302 0.1248
H -1.547 0.236 0.360 0.0970
C 1.515 2.367 1.234 -0.0412
C 1.270 3.424 2.302 -0.2961
O -0.152 3.426 2.396 0.1573
C -0.600 2.211 2.038 -0.5612
O -1.691 1.772 2.204 0.1751
O 0.385 1.506 1.425 0.0284
F 1.691 4.642 1.921 0.0994
H 1.471 2.820 0.243 0.1453
H 2.441 1.814 1.353 0.1407
H 1.687 3.192 3.283 0.1788
```

Summary:
Kohn-Sham gap = 0.32480 Eh
F_max = 1.7 eV/Å
2S+1 = 1
charge = +1

***

Record 6
# C6H14IN2O2

A 3-piece molecular cluster, C6H14IN2O2 overall at a distorted geometry (ωB97M-V/def2-TZVPD, OMol25).

The geometry in XYZ format:
```
25
Properties=species:S:1:pos:R:3:lowdin_charge:R:1
I 0.065 0.490 -0.876 -0.4587
C -4.433 0.455 0.216 -0.0128
C -4.372 1.955 0.194 -0.5660
O -5.355 2.620 0.535 -0.0125
N -3.224 2.529 -0.206 0.0028
C -2.882 3.930 -0.223 -0.0838
H -5.392 0.056 -0.101 0.0743
H -4.176 0.103 1.213 0.0834
H -3.702 0.086 -0.512 0.0635
H -2.441 1.938 -0.463 -0.0142
H -2.027 4.191 -0.844 0.0774
H -2.428 4.137 0.761 0.0816
H -3.714 4.619 -0.322 0.0750
C 5.177 -2.252 -0.418 -0.0110
C 3.852 -1.559 -0.763 -0.5580
O 3.744 -0.750 -1.669 0.0056
N 2.763 -1.852 0.003 -0.0121
C 2.577 -2.868 1.014 -0.1085
H 5.691 -2.173 -1.377 0.0724
H 5.081 -3.298 -0.142 0.0615
H 5.709 -1.640 0.307 0.0775
H 1.938 -1.279 -0.209 -0.0626
H 3.316 -2.906 1.821 0.0714
H 2.599 -3.851 0.534 0.0744
H 1.636 -2.682 1.527 0.0793
```

Summary:
Kohn-Sham gap = 0.26710 Eh
F_max = 2.1 eV/Å
2S+1 = 1
charge = -1